1) # C7H13O

A cluster of 2 separate species, C7H13O in total (wB97M-V/def2-TZVPD, the Open Molecules 2025 dataset).

Net charge ... -1
HOMO level ... -2.93 eV

Last column: Löwdin charge in e.
CARTESIAN COORDINATES (ANGSTROEM)
C -0.4830 1.8794 -2.2464  -0.59
O 0.3287 2.8840 -2.5573  -0.33
C -0.0173 1.2077 -0.9445  -0.22
C -0.7233 0.0272 -0.4328  0.01
C -0.4106 -0.5980 0.7584  -0.34
C -1.2368 -1.4787 1.3834  0.03
C 0.9222 -0.1911 1.4865  -0.19
C 2.0693 -0.8259 0.6996  -0.10
H -0.5501 1.0567 -3.0153  0.08
H -1.5533 2.1996 -2.1569  0.08
H -0.0514 2.0284 -0.2011  0.13
H 1.0728 1.1166 -1.0395  0.11
H -3.0341 -2.5665 0.3687  -0.06
H -1.5939 -0.2167 -1.0351  0.12
H -1.2904 -1.6365 2.4623  0.06
H -2.1576 -2.1594 0.8969  -0.19
H 0.8925 0.8879 1.5654  0.10
H 0.7456 -0.6408 2.4638  0.09
H 2.3063 -1.8051 1.1187  0.07
H 1.7748 -0.9232 -0.3384  0.07
H 2.9896 -0.2456 0.7636  0.07

2) # C7H13O

A cluster of 2 separate species, C7H13O in total (wB97M-V/def2-TZVPD, the Open Molecules 2025 dataset).

Net charge ... -1
HOMO level ... -2.59 eV

Last column: Löwdin charge in e.
CARTESIAN COORDINATES (ANGSTROEM)
C 2.7609 0.1273 -0.6380  -0.56
O 3.7744 0.9154 -0.2314  -0.37
C 1.6162 0.0612 0.4147  -0.20
C 0.5198 -0.8227 -0.0523  -0.03
C -0.8194 -0.5692 0.1223  -0.35
C -1.7995 -1.4719 -0.2569  0.05
C -1.3158 0.6525 0.9063  -0.21
C -1.5418 1.9058 0.0296  -0.10
H 2.2521 0.5151 -1.5632  0.08
H 3.1146 -0.9108 -0.8482  0.08
H 1.9987 -0.2444 1.3924  0.12
H 1.2545 1.0855 0.4913  0.09
H -0.7461 -3.4660 -0.6077  0.02
H 0.7331 -1.8307 -0.4046  0.07
H -2.7319 -1.1683 -0.7457  0.06
H -1.3500 -2.6211 -0.5293  -0.12
H -0.6012 0.9422 1.6722  0.10
H -2.2628 0.3242 1.3311  0.09
H -2.0958 2.6293 0.6223  0.06
H -2.1748 1.6438 -0.8151  0.06
H -0.5851 2.3027 -0.2898  0.07

3) # C7H13O

A cluster of 2 separate species, C7H13O in total (wB97M-V/def2-TZVPD, the Open Molecules 2025 dataset).

Net charge ... -1
HOMO level ... -2.48 eV

Last column: Löwdin charge in e.
CARTESIAN COORDINATES (ANGSTROEM)
C 2.6730 -0.4729 -0.3897  -0.55
O 3.4860 -0.4665 0.6431  -0.26
C 1.5586 0.6024 -0.3541  -0.23
C 0.5284 0.2567 0.6409  -0.22
C -0.7615 1.0418 0.6425  -0.17
C -1.7889 -0.1315 -1.2930  -0.04
C -1.8230 0.1121 0.0828  -0.53
C -2.5996 -0.5535 0.9982  -0.03
H 2.0468 -1.4517 -0.4866  0.07
H 3.1102 -0.4061 -1.4254  0.09
H 1.1699 0.8993 -1.3214  0.10
H 2.0943 1.4391 0.1000  0.12
H 1.0026 0.0666 1.6003  0.13
H 0.1624 -0.8508 0.2570  0.04
H -1.0204 1.3495 1.6426  0.10
H -0.6509 1.9266 0.0239  0.11
H -2.4989 -0.8180 -1.7280  0.01
H -1.1463 0.4555 -1.9198  0.00
H 0.3096 -1.5190 -0.3649  0.24
H -2.5358 -0.1983 2.0089  0.02
H -3.3163 -1.2813 0.6428  0.03

From most stable to least stable, the computed energies give 3), 2), 1).

1) # C19H38O2

A structure of composition C19H38O2 (wB97M-V/def2-TZVPD, the Open Molecules 2025 dataset).

HOMO level ... -9.29 eV

Last column: Löwdin charge in e.
CARTESIAN COORDINATES (ANGSTROEM)
C 1.6530 6.0015 -1.5537  -0.05
C 0.7852 4.8048 -2.2277  -0.15
C 1.5760 3.4046 -2.1755  -0.20
C 0.8512 2.4073 -2.8558  -0.33
C 1.5010 1.2346 -2.8057  -0.35
C 0.9681 0.0419 -3.3787  -0.27
C 1.8447 -1.2153 -3.3212  -0.27
C 2.0573 -1.9082 -2.1684  -0.31
C 0.8967 -2.2190 -1.2831  -0.11
C 1.2619 -2.8970 0.1693  -0.15
C 2.3339 -2.2159 0.9595  -0.15
C 1.6733 -0.7378 1.2788  -0.06
C 0.1722 -0.6635 2.2354  -0.26
C -0.1057 0.4929 2.6673  -0.31
C -1.4884 0.5700 3.4584  -0.25
C -2.5151 0.0079 2.9310  -0.31
C -2.9052 -1.4108 3.3584  -0.04
C -3.7949 -2.1116 2.3657  -0.47
O -3.9730 -2.1567 1.0916  -0.01
O -4.5602 -3.0156 3.0272  -0.10
C -5.6820 -3.6560 2.1105  0.08
H -4.9358 -4.3798 1.5090  0.15
H -6.1725 -4.3338 2.8969  0.12
H -6.0737 -2.9856 1.7021  -0.06
H -2.0199 -2.2205 2.8969  0.21
H -3.2551 -1.6967 4.2966  0.10
H -2.6129 0.1667 1.8610  0.15
H -3.5049 0.3490 3.0887  0.13
H -1.0692 0.0728 4.5152  0.18
H -1.6101 1.5932 3.9241  0.14
H -0.3643 1.0741 1.6981  0.17
H 0.5685 1.1223 3.1093  0.10
H 0.5046 -1.4755 3.1366  0.18
H -0.4754 -1.1569 1.6305  0.06
H 2.3859 -0.1284 2.0719  0.15
H 1.5681 -0.3004 0.5298  -0.08
H 3.0413 -1.9529 0.4626  -0.04
H 2.5814 -2.6773 2.1502  0.19
H 1.8750 -3.8716 -0.1111  0.15
H 0.5828 -3.2280 0.6222  -0.02
H 0.3978 -1.2979 -0.7609  0.15
H 0.5273 -2.8778 -1.6592  -0.04
H 2.7722 -2.7246 -2.2201  0.13
H 2.7560 -1.0304 -1.5190  0.18
H 2.6728 -1.2127 -4.1614  0.15
H 0.9981 -2.1603 -3.8436  0.19
H -0.0740 -0.1645 -2.7713  0.17
H 0.5796 0.2550 -4.2890  0.07
H 1.8277 0.7946 -1.8197  0.12
H 2.8005 1.2306 -3.3369  0.22
H 0.7152 2.5956 -3.9717  0.18
H -0.0959 2.2381 -2.4495  0.13
H 2.4775 3.5335 -2.6670  0.08
H 1.8148 3.3634 -1.0172  0.17
H 0.7061 5.1137 -3.1935  0.07
H 0.0602 4.6567 -1.7148  -0.01
H 1.7182 5.8827 -0.6271  -0.04
H 1.1481 6.9942 -1.7410  0.08
H 2.6344 6.0812 -2.1107  0.09

2) # C19H38O2

An isolated molecule of C19H38O2 (wB97M-V/def2-TZVPD, the Open Molecules 2025 dataset).

HOMO level ... -10.39 eV
SMILES string ... CCCCCCCCCCCCCCCCCC(=O)OC

Last column: Löwdin charge in e.
CARTESIAN COORDINATES (ANGSTROEM)
C 2.0940 2.8087 -3.6718  -0.11
C 1.7016 3.1523 -2.2402  -0.28
C 0.3755 2.5070 -1.8452  -0.23
C -0.0070 2.8241 -0.4011  -0.21
C -1.2516 2.0730 0.0725  -0.22
C -2.5494 2.5757 -0.5592  -0.21
C -3.7721 1.7894 -0.0780  -0.22
C -3.8967 0.4259 -0.7629  -0.21
C -4.8566 -0.5405 -0.0513  -0.21
C -4.1350 -1.6168 0.7644  -0.22
C -3.4061 -1.0640 1.9890  -0.21
C -2.4811 -2.0936 2.6591  -0.20
C -0.9980 -1.7716 2.4612  -0.21
C -0.5452 -1.8920 1.0078  -0.21
C 0.8605 -1.3348 0.7976  -0.21
C 1.2989 -1.4348 -0.6618  -0.19
C 2.6294 -0.7193 -0.9054  -0.10
C 3.7507 -1.4069 -0.1637  -0.52
O 4.0093 -2.5796 -0.2198  0.11
O 4.4441 -0.5338 0.5804  -0.04
C 5.5340 -1.0653 1.3209  -0.05
H 1.3365 3.1588 -4.3697  0.07
H 2.1962 1.7320 -3.7912  0.06
H 3.0416 3.2742 -3.9325  0.07
H 1.6205 4.2366 -2.1356  0.11
H 2.4868 2.8142 -1.5594  0.10
H -0.4051 2.8596 -2.5215  0.11
H 0.4559 1.4241 -1.9668  0.10
H -0.1676 3.8995 -0.2945  0.11
H 0.8308 2.5531 0.2474  0.11
H -1.3330 2.1792 1.1578  0.12
H -1.1203 1.0122 -0.1460  0.09
H -2.6754 3.6300 -0.3014  0.11
H -2.4883 2.5054 -1.6464  0.11
H -4.6771 2.3663 -0.2831  0.11
H -3.7089 1.6637 1.0041  0.10
H -4.2363 0.5918 -1.7877  0.11
H -2.9133 -0.0411 -0.8297  0.09
H -5.5280 0.0215 0.6012  0.11
H -5.4763 -1.0448 -0.7958  0.10
H -3.4235 -2.1305 0.1141  0.11
H -4.8654 -2.3598 1.0954  0.11
H -4.1533 -0.7128 2.7038  0.11
H -2.8101 -0.2013 1.6946  0.09
H -2.6810 -2.1231 3.7320  0.10
H -2.6887 -3.0902 2.2644  0.11
H -0.3980 -2.4455 3.0775  0.11
H -0.8097 -0.7535 2.8122  0.11
H -1.2354 -1.3422 0.3668  0.08
H -0.5742 -2.9403 0.7026  0.12
H 0.8783 -0.2865 1.1077  0.11
H 1.5688 -1.8787 1.4263  0.12
H 0.5349 -0.9896 -1.3034  0.10
H 1.4066 -2.4842 -0.9413  0.12
H 2.8716 -0.7512 -1.9702  0.13
H 2.5793 0.3210 -0.5845  0.11
H 5.1796 -1.8177 2.0283  0.10
H 6.2579 -1.5302 0.6487  0.10
H 5.9835 -0.2274 1.8473  0.09

From most stable to least stable, the computed energies give 2), 1).

1) # C5H13NO2

A cluster of 2 separate species, C5H13NO2 in total (wB97M-V/def2-TZVPD, the Open Molecules 2025 dataset).

HOMO level ... -9.31 eV
SMILES string ... CC[C@@H](C=O)NC.O

Last column: Löwdin charge in e.
CARTESIAN COORDINATES (ANGSTROEM)
C 1.5540 0.1041 1.7543  -0.10
C 1.5554 -0.0119 0.2373  -0.19
C 0.2875 0.5136 -0.4523  -0.35
C 0.3105 0.0941 -1.9369  -0.23
O 1.2925 0.0630 -2.6236  0.07
N -0.9586 0.0907 0.1355  -0.12
C -1.9021 1.1736 0.4060  -0.10
H 0.6801 -0.3317 2.2323  0.06
H 1.5882 1.1471 2.0857  0.08
H 2.3887 -0.4335 2.2058  0.08
H 1.6478 -1.0671 -0.0065  0.11
H 2.3960 0.5293 -0.1974  0.12
H 0.3535 1.6021 -0.5907  0.15
H -0.7006 -0.1358 -2.3294  0.13
H -0.8283 -0.4779 0.9607  0.10
H -2.7739 0.8078 0.9458  0.08
H -2.3244 1.5130 -0.5385  0.08
H -1.3841 2.0046 0.8980  0.08
O -1.3210 -2.6888 -1.1260  -0.08
H -0.3916 -2.6690 -1.3816  0.02
H -1.4695 -1.8275 -0.6785  0.00

2) # C5H13NO2

A cluster of 2 separate species, C5H13NO2 in total (wB97M-V/def2-TZVPD, the Open Molecules 2025 dataset).

HOMO level ... -7.68 eV

Last column: Löwdin charge in e.
CARTESIAN COORDINATES (ANGSTROEM)
C 0.1251 -0.7213 -0.1003  -0.55
C -0.4757 0.3371 -0.8382  -0.07
C 1.1542 1.1065 -1.4176  -0.17
C -2.1504 -1.1717 1.5417  -0.23
C 1.9149 1.8419 -0.3427  -0.16
N -1.8476 -1.0592 0.1351  -0.09
O 0.6958 -1.7572 -0.7429  0.10
O 0.6653 -0.5204 1.1222  0.08
H 0.0308 -0.0105 1.6473  0.11
H 1.4443 -2.0481 -0.1984  0.14
H -1.8877 -1.9784 -0.3033  0.06
H -0.8880 1.1543 -0.2591  0.11
H -0.9209 0.0774 -1.7897  0.11
H 1.7763 0.3844 -1.9485  0.08
H 0.7523 1.7912 -2.1669  0.07
H -3.1704 -1.5367 1.7342  0.07
H -1.4712 -1.8342 2.1131  0.07
H -2.1225 -0.1723 2.0045  0.06
H 2.4844 1.1510 0.2858  0.06
H 2.6468 2.5380 -0.7697  0.07
H 1.2441 2.4283 0.2934  0.07

3) # C5H13NO2

A cluster of 3 separate species, C5H13NO2 in total (wB97M-V/def2-TZVPD, the Open Molecules 2025 dataset).

HOMO level ... -7.79 eV
SMILES string ... C=CC/C=C/N.O.O

Last column: Löwdin charge in e.
CARTESIAN COORDINATES (ANGSTROEM)
C 1.5527 2.4052 -0.2872  0.01
C 0.4106 1.9980 -0.9010  -0.18
C -0.1978 0.6937 -0.7437  -0.26
C -1.6541 0.3814 -0.4706  -0.14
C -1.9186 -0.0108 0.7712  -0.27
N -3.2052 -0.2937 1.1664  0.03
H 1.9378 3.4179 -0.4781  0.05
H 2.0845 1.8687 0.4188  0.02
H -0.0856 2.6962 -1.5190  0.08
H -0.0605 0.0487 -1.5899  0.10
H 0.3562 0.1572 0.1652  0.12
H -2.4360 0.6909 -1.1758  0.11
H -1.0659 -0.1600 1.5311  0.13
H -3.5910 -1.0152 1.7221  0.06
H -3.8639 -0.2717 0.3551  0.10
O -0.2811 -2.3658 0.6333  0.00
H 0.6237 -2.2315 0.8448  0.02
H -0.4793 -2.8905 1.3502  0.00
O 4.3029 -1.5524 -0.6888  -0.07
H 3.5518 -1.5990 -1.2661  0.01
H 4.0187 -1.9674 0.1620  0.05

4) # C5H13NO2

A cluster of 2 separate species, C5H13NO2 in total (wB97M-V/def2-TZVPD, the Open Molecules 2025 dataset).

HOMO level ... -10.65 eV
SMILES string ... CC(C)C.CON=O

Last column: Löwdin charge in e.
CARTESIAN COORDINATES (ANGSTROEM)
C 0.8524 0.4536 -1.4123  -0.10
C 0.9207 -0.0066 0.0354  -0.51
C 1.0619 1.1792 0.9842  -0.09
C 2.0347 -1.0246 0.2433  -0.09
H 1.8249 0.7998 -1.7566  0.08
H 0.1241 1.2528 -1.5424  0.07
H 0.5079 -0.3740 -2.0525  0.07
H -0.0544 -0.5335 0.2515  0.10
H 1.9871 1.7216 0.7787  0.08
H 0.2296 1.8725 0.8617  0.07
H 1.0845 0.8486 2.0234  0.07
H 2.0340 -1.3928 1.2668  0.07
H 1.9086 -1.8705 -0.4290  0.08
H 3.0086 -0.5766 0.0467  0.08
C -2.6069 -0.3875 0.8396  -0.06
O -1.8946 -1.0439 -0.2060  -0.18
N -2.0418 -0.6266 -1.5198  -0.02
O -2.6414 0.3865 -1.7082  0.03
H -3.3033 -1.1016 1.2769  0.09
H -1.8909 -0.0507 1.5890  0.09
H -3.1459 0.4743 0.4299  0.08

From most stable to least stable, the computed energies give 1), 3), 4), 2).